Entry 1:
Density functional theory data (the ωB97M-V functional and the def2-TZVPD basis) for a structure of composition C18H21N2OPbS4 at a distorted geometry.

Calculated values
Orbital gap (eV): 6.82
Net charge: -1
Energy relative to the best compared isomer or geometry (same formula, charge and spin) (kcal/mol): 26.47

Positions of all 47 atoms, in Å:
1 Pb 12.230 2.776 10.427
2 C 11.892 4.527 14.089
3 N 12.749 4.740 12.966
4 C 12.373 5.955 12.252
5 C 11.061 5.764 11.525
6 N 11.146 5.131 10.208
7 C 12.016 5.895 9.323
8 C 9.812 5.056 9.691
9 C 9.367 5.892 8.647
10 C 8.071 5.704 8.193
11 C 7.234 4.798 8.796
12 C 7.736 3.891 9.687
13 C 9.029 4.035 10.152
14 S 9.646 2.857 11.311
15 C 14.154 4.926 13.278
16 C 14.579 5.202 14.587
17 C 15.960 5.193 14.876
18 C 16.887 5.127 13.838
19 C 16.484 4.964 12.540
20 C 15.103 4.755 12.237
21 S 14.718 4.278 10.559
22 H 11.744 5.355 14.795
23 H 12.220 3.701 14.680
24 H 10.895 4.129 13.759
25 H 13.179 6.462 11.672
26 H 12.168 6.731 12.996
27 H 10.658 6.751 11.428
28 H 10.427 5.175 12.247
29 H 11.645 6.924 9.264
30 H 11.921 5.498 8.327
31 H 13.056 5.926 9.642
32 H 10.010 6.708 8.231
33 H 7.654 6.402 7.412
34 H 6.185 4.855 8.458
35 H 7.133 3.161 10.157
36 H 13.842 5.159 15.371
37 H 16.320 5.257 15.910
38 H 17.918 5.220 14.162
39 H 17.122 4.928 11.686
40 C 15.165 3.797 6.941
41 O 13.915 3.421 7.599
42 C 12.910 3.187 6.819
43 S 12.922 3.381 5.172
44 S 11.473 2.755 7.671
45 H 15.348 3.204 6.044
46 H 15.956 3.729 7.610
47 H 15.015 4.869 6.689

***

Entry 2:
Density functional theory data (the ωB97M-V functional and the def2-TZVPD basis) for a structure of composition C2H2FO2Y at a distorted geometry.

Calculated values
Orbital gap (spin up / spin down) (eV): 6.72 / 8.89
Net charge: +1
2S+1: 2
Energy relative to the best compared isomer or geometry (same formula, charge and spin) (kcal/mol): 0.00

Positions of all 8 atoms, in Å:
1 H -0.797 -0.178 1.278
2 O 0.346 1.441 -0.503
3 C -0.521 0.651 -0.132
4 C -0.160 -0.738 0.340
5 O 1.143 -0.944 0.358
6 F -1.743 0.727 -0.700
7 H -0.811 -1.502 -0.134
8 Y 2.542 0.542 -0.507

***

Entry 3:
Density functional theory data (the ωB97M-V functional and the def2-TZVPD basis) for a structure of composition C26H28MoN6O9S at a distorted geometry.

Calculated values
Orbital gap (eV): 7.38
Energy relative to the best compared isomer or geometry (same formula, charge and spin) (kcal/mol): 24.38

Positions of all 71 atoms, in Å:
1 Mo -0.568 -0.750 0.928
2 O -2.543 -1.755 0.357
3 C -3.525 -2.384 1.127
4 C -3.060 -2.317 2.553
5 C -3.837 -2.859 3.573
6 C -3.408 -2.737 4.879
7 C -2.219 -2.065 5.132
8 C -1.504 -1.561 4.064
9 N -1.902 -1.692 2.785
10 H -2.668 -1.768 -0.610
11 H -3.643 -3.431 0.828
12 H -4.493 -1.885 1.024
13 H -4.766 -3.356 3.327
14 H -3.995 -3.147 5.690
15 H -1.843 -1.928 6.135
16 H -0.581 -1.041 4.229
17 O 2.156 2.182 5.335
18 C 2.653 0.966 5.220
19 O 3.551 0.578 5.929
20 C 2.073 0.072 4.186
21 C 2.507 -1.229 4.008
22 N 1.779 -1.770 3.019
23 N 0.898 -0.906 2.539
24 C 1.033 0.228 3.230
25 C 0.061 1.326 2.925
26 O 0.143 2.375 3.579
27 O -0.803 1.087 2.031
28 H 1.402 2.349 4.685
29 H 3.269 -1.774 4.536
30 H 1.699 -2.733 2.657
31 O 0.729 -0.140 0.098
32 C 0.744 5.126 -2.047
33 C 0.740 4.357 -0.735
34 C -0.282 3.232 -0.692
35 N 0.030 2.225 -1.707
36 C -0.664 1.111 -1.878
37 S -2.041 0.769 -0.976
38 N -0.206 0.150 -2.748
39 C 0.897 0.169 -3.599
40 O 1.578 -0.824 -3.725
41 C 1.120 1.370 -4.454
42 C 0.054 2.107 -4.970
43 C 0.303 3.160 -5.840
44 C 1.611 3.492 -6.175
45 C 2.674 2.763 -5.658
46 C 2.429 1.690 -4.811
47 H 1.423 5.978 -1.998
48 H -0.255 5.504 -2.277
49 H 1.058 4.504 -2.887
50 H 0.520 5.030 0.096
51 H 1.735 3.945 -0.530
52 H -1.288 3.611 -0.886
53 H -0.302 2.745 0.285
54 H 0.945 2.288 -2.127
55 H -0.530 -0.788 -2.495
56 H -0.962 1.843 -4.707
57 H -0.523 3.725 -6.252
58 H 1.801 4.322 -6.844
59 H 3.690 3.020 -5.926
60 H 3.239 1.088 -4.420
61 O 0.812 -3.977 1.674
62 C 0.448 -3.865 0.503
63 C 0.610 -4.975 -0.505
64 C 0.019 -4.401 -1.767
65 C -0.456 -3.035 -1.337
66 O -1.103 -2.289 -2.075
67 N -0.134 -2.776 -0.054
68 H 0.107 -5.873 -0.141
69 H 1.673 -5.212 -0.575
70 H -0.839 -4.954 -2.153
71 H 0.729 -4.294 -2.588

***

Entry 4:
Density functional theory data (the ωB97M-V functional and the def2-TZVPD basis) for a structure of composition C7H13ClGdI2N2OP at a distorted geometry.

Calculated values
Orbital gap (spin up / spin down) (eV): 3.57 / 5.75
Net charge: +2
2S+1: 8
Energy relative to the best compared isomer or geometry (same formula, charge and spin) (kcal/mol): 0.00

Positions of all 28 atoms, in Å:
1 I -3.963 -2.545 -3.546
2 I -3.024 -0.427 -4.928
3 Gd -0.197 0.226 1.239
4 P 1.872 -1.044 -0.376
5 C 1.794 -2.118 -1.850
6 C 3.403 -0.121 -0.760
7 H 2.804 -1.732 1.770
8 H 3.470 -2.675 0.402
9 H 1.838 -3.045 1.026
10 C 2.562 -2.244 0.830
11 H 3.675 0.507 0.097
12 H 4.209 -0.832 -0.965
13 H 2.771 -2.602 -1.978
14 H 1.559 -1.508 -2.736
15 H 3.249 0.512 -1.643
16 H 1.014 -2.882 -1.707
17 C -0.918 -0.395 -1.042
18 O -1.509 -0.734 -1.972
19 Cl 1.654 1.261 2.480
20 N -3.582 2.282 2.407
21 C -3.315 3.397 1.605
22 C -2.206 3.092 0.874
23 N -1.786 1.791 1.240
24 C -2.667 1.338 2.166
25 H -4.375 2.213 3.040
26 H -3.909 4.297 1.627
27 H -1.717 3.649 0.086
28 H -2.704 0.341 2.611

***

Entry 5:
Density functional theory data (the ωB97M-V functional and the def2-TZVPD basis) for a structure of composition C30H53AsF4N4Y at a distorted geometry.

Calculated values
Orbital gap (eV): 7.63
Net charge: +1
Energy relative to the best compared isomer or geometry (same formula, charge and spin) (kcal/mol): 15.80

Positions of all 93 atoms, in Å:
1 Y 0.108 0.216 -0.536
2 C -1.403 -1.711 -1.793
3 C -0.319 -2.188 -2.537
4 C 0.119 -1.139 -3.391
5 C -0.726 -0.041 -3.200
6 C -1.640 -0.351 -2.154
7 C -2.996 0.303 -2.008
8 C -0.763 1.190 -4.056
9 C 1.258 -1.197 -4.368
10 C 0.241 -3.581 -2.529
11 C -2.329 -2.543 -0.952
12 H -3.441 0.150 -1.019
13 H -3.715 -0.093 -2.730
14 H -2.946 1.384 -2.162
15 H -1.264 2.020 -3.557
16 H -1.312 0.989 -4.982
17 H 0.228 1.537 -4.355
18 H 1.850 -0.277 -4.363
19 H 0.909 -1.337 -5.394
20 H 1.943 -2.025 -4.164
21 H 1.301 -3.610 -2.799
22 H -0.272 -4.223 -3.250
23 H 0.135 -4.071 -1.560
24 H -2.821 -1.964 -0.169
25 H -1.822 -3.382 -0.471
26 H -3.132 -2.980 -1.556
27 C -2.393 1.833 3.442
28 C -1.446 1.121 2.480
29 N -0.760 1.903 1.433
30 C 0.245 2.857 1.943
31 C -0.268 4.189 2.481
32 C -1.739 2.498 0.513
33 C -1.076 3.219 -0.642
34 N 0.015 2.407 -1.161
35 C 0.874 2.997 -2.058
36 C 1.960 2.245 -2.498
37 F 2.033 0.959 -2.017
38 C 2.916 2.657 -3.388
39 F 3.892 1.800 -3.720
40 C 2.862 3.924 -3.930
41 C 1.800 4.705 -3.526
42 F 1.668 5.939 -4.016
43 C 0.835 4.276 -2.628
44 F -0.172 5.127 -2.359
45 H -2.966 1.085 3.995
46 H -1.865 2.435 4.179
47 H -3.116 2.471 2.931
48 H -0.676 0.607 3.054
49 H -2.008 0.348 1.957
50 H 0.800 2.339 2.732
51 H 0.954 3.045 1.134
52 H -0.953 4.075 3.316
53 H 0.580 4.778 2.834
54 H -0.766 4.781 1.715
55 H -2.365 1.670 0.157
56 H -2.423 3.196 1.005
57 H -1.844 3.426 -1.394
58 H -0.717 4.196 -0.312
59 H 3.601 4.284 -4.630
60 N 2.292 0.680 0.864
61 C 3.194 -0.491 0.942
62 C 3.341 -1.107 -0.425
63 N 2.011 -1.451 -0.968
64 H 2.745 1.425 0.340
65 H 2.135 1.058 1.790
66 H 2.742 -1.205 1.631
67 H 4.175 -0.236 1.347
68 H 4.002 -1.974 -0.371
69 H 3.804 -0.398 -1.110
70 H 1.734 -2.384 -0.685
71 H 2.034 -1.476 -1.982
72 C -2.976 -1.869 2.833
73 C -1.820 -2.807 2.520
74 As -0.164 -2.003 1.863
75 C 0.791 -3.638 1.405
76 C 0.745 -4.732 2.467
77 C 0.809 -1.529 3.507
78 C 0.137 -1.848 4.838
79 H -3.834 -2.442 3.191
80 H -3.313 -1.315 1.955
81 H -2.726 -1.144 3.608
82 H -2.107 -3.518 1.746
83 H -1.553 -3.391 3.398
84 H 1.826 -3.343 1.208
85 H 0.376 -3.986 0.459
86 H 1.147 -4.392 3.424
87 H 1.343 -5.589 2.152
88 H -0.270 -5.088 2.638
89 H 1.029 -0.462 3.449
90 H 1.770 -2.040 3.429
91 H -0.824 -1.341 4.945
92 H 0.771 -1.521 5.664
93 H -0.040 -2.915 4.968

***

Entry 6:
Density functional theory data (the ωB97M-V functional and the def2-TZVPD basis) for an isolated molecule of C9H10 at a distorted geometry.

Calculated values
Orbital gap (eV): 9.20
Energy relative to the best compared isomer or geometry (same formula, charge and spin) (kcal/mol): 86.87

Positions of all 19 atoms, in Å:
1 C -2.861 -1.056 -0.240
2 C -1.785 -0.258 -0.161
3 C -1.691 1.157 -0.126
4 C -0.753 1.949 0.009
5 C 0.699 1.797 -0.033
6 C 0.865 0.274 0.031
7 C 2.192 -0.186 -0.666
8 C 0.361 -0.525 1.237
9 C -0.364 -0.767 -0.072
10 H -2.680 -2.135 -0.351
11 H -3.861 -0.697 -0.227
12 H 1.099 2.274 -1.006
13 H 1.172 2.310 0.857
14 H 2.293 -1.295 -0.526
15 H 3.032 0.221 -0.254
16 H 2.053 -0.064 -1.659
17 H -0.211 0.160 1.998
18 H 0.835 -1.303 1.694
19 H -0.397 -1.856 -0.505

***

Entry 7:
Density functional theory data (the ωB97M-V functional and the def2-TZVPD basis) for a structure of composition C5H13N3 at a distorted geometry.

Calculated values
Orbital gap (eV): 8.19
Energy relative to the best compared isomer or geometry (same formula, charge and spin) (kcal/mol): 73.40

Positions of all 21 atoms, in Å:
1 C -0.877 -0.367 -0.309
2 C -1.120 -0.371 -1.788
3 C 0.492 2.502 0.400
4 C 1.498 -2.066 0.755
5 N 0.724 1.284 -0.348
6 N -2.001 -0.369 0.472
7 C 0.392 -0.009 0.360
8 N 0.760 -1.236 -0.162
9 H 1.665 1.208 -0.723
10 H -1.877 -0.453 1.471
11 H -2.867 -0.698 0.066
12 H 0.321 0.130 1.462
13 H -0.150 -0.421 -2.276
14 H -1.719 -1.240 -2.067
15 H -1.656 0.527 -2.092
16 H -0.583 2.613 0.564
17 H 0.977 2.504 1.388
18 H 0.863 3.361 -0.160
19 H 1.083 -2.082 1.780
20 H 1.535 -3.088 0.372
21 H 2.542 -1.728 0.835

***

Entry 8:
Density functional theory data (the ωB97M-V functional and the def2-TZVPD basis) for a cluster of 9 separate species, C34H92Cl2N12O20P4S4 in total at a distorted geometry.

Calculated values
Orbital gap (eV): 7.99

Positions of all 168 atoms, in Å:
1 C 4.209 -1.710 3.417
2 N 3.493 -0.602 2.852
3 C 2.159 -0.509 3.337
4 P 3.924 -0.113 1.253
5 O 3.192 -0.886 0.258
6 N 3.616 1.549 1.303
7 C 3.830 2.281 0.022
8 C 3.744 2.391 2.554
9 N 5.670 0.029 1.099
10 C 6.425 0.716 2.114
11 C 6.169 0.036 -0.282
12 H 3.803 -2.578 2.897
13 H 4.035 -1.795 4.490
14 H 5.269 -1.563 3.209
15 H 2.023 -0.502 4.418
16 H 1.580 -1.318 2.892
17 H 1.614 0.376 3.008
18 H 3.952 1.533 -0.762
19 H 2.893 2.816 -0.133
20 H 4.716 2.916 0.017
21 H 4.578 2.043 3.163
22 H 4.062 3.414 2.349
23 H 2.792 2.379 3.083
24 H 7.503 0.591 2.015
25 H 6.248 1.790 2.056
26 H 6.175 0.436 3.138
27 H 6.643 0.986 -0.527
28 H 5.264 -0.123 -0.868
29 H 6.878 -0.785 -0.386
30 C -4.243 -1.154 8.452
31 N -3.390 -0.846 7.297
32 C -3.895 0.265 6.417
33 P -1.908 -1.715 7.056
34 O -1.885 -3.091 7.569
35 N -1.585 -1.607 5.423
36 C -1.516 -2.829 4.605
37 C -1.332 -0.340 4.740
38 N -0.735 -0.773 7.873
39 C 0.687 -0.950 7.669
40 C -1.037 -0.279 9.253
41 H -4.324 -0.345 9.178
42 H -3.735 -1.952 8.995
43 H -5.241 -1.423 8.107
44 H -3.085 0.983 6.288
45 H -4.715 0.738 6.957
46 H -4.236 -0.143 5.465
47 H -2.126 -3.655 4.973
48 H -1.704 -2.639 3.549
49 H -0.537 -3.285 4.751
50 H -1.265 0.456 5.482
51 H -0.417 -0.408 4.152
52 H -2.204 -0.028 4.165
53 H 1.099 -1.639 8.407
54 H 0.957 -1.221 6.648
55 H 1.134 0.027 7.850
56 H -2.044 0.133 9.320
57 H -0.309 0.486 9.522
58 H -0.907 -1.051 10.011
59 C 1.325 3.935 -2.519
60 N 1.370 4.979 -3.526
61 C 2.698 5.274 -4.013
62 P 0.039 5.707 -4.337
63 O 0.294 7.071 -4.915
64 N -0.447 4.519 -5.473
65 C -0.301 4.754 -6.899
66 C -0.552 3.134 -5.117
67 N -1.244 5.716 -3.146
68 C -2.572 5.641 -3.647
69 C -1.195 6.392 -1.922
70 H 1.327 4.392 -1.529
71 H 2.178 3.260 -2.582
72 H 0.379 3.395 -2.564
73 H 3.239 5.951 -3.352
74 H 2.692 5.785 -4.976
75 H 3.275 4.362 -4.169
76 H -0.340 3.866 -7.530
77 H -1.031 5.520 -7.161
78 H 0.709 5.068 -7.160
79 H 0.392 2.600 -5.224
80 H -1.088 3.026 -4.174
81 H -1.114 2.579 -5.869
82 H -2.734 6.389 -4.422
83 H -2.777 4.686 -4.131
84 H -3.357 5.797 -2.907
85 H -1.103 7.471 -2.044
86 H -0.338 6.086 -1.323
87 H -2.073 6.047 -1.376
88 C 2.666 -4.346 -1.133
89 N 1.835 -4.248 -2.361
90 C 1.238 -2.920 -2.562
91 P 2.097 -5.383 -3.640
92 O 2.272 -6.733 -3.186
93 N 0.747 -5.273 -4.665
94 C -0.535 -5.640 -4.001
95 C 0.793 -5.840 -6.015
96 N 3.404 -4.840 -4.582
97 C 4.743 -5.490 -4.311
98 C 3.404 -3.489 -5.097
99 H 3.737 -4.190 -1.266
100 H 2.600 -5.325 -0.659
101 H 2.378 -3.555 -0.441
102 H 1.069 -2.566 -1.545
103 H 0.341 -3.121 -3.146
104 H 1.866 -2.269 -3.170
105 H -1.297 -5.782 -4.767
106 H -0.408 -6.637 -3.580
107 H -0.833 -4.792 -3.383
108 H -0.099 -5.662 -6.616
109 H 1.575 -5.344 -6.591
110 H 1.060 -6.896 -5.991
111 H 5.145 -5.180 -3.347
112 H 4.644 -6.570 -4.203
113 H 5.480 -5.170 -5.048
114 H 2.456 -3.000 -4.872
115 H 3.578 -3.495 -6.173
116 H 4.137 -2.835 -4.625
117 O -3.983 -2.851 -3.590
118 S -3.580 -1.812 -2.630
119 O -3.642 -0.438 -3.084
120 O -4.378 -2.105 -1.246
121 C -3.667 -3.120 -0.525
122 C -2.304 -3.446 -1.206
123 O -2.165 -2.267 -1.884
124 H -3.676 -2.693 0.478
125 H -4.292 -4.007 -0.426
126 H -2.230 -4.307 -1.872
127 H -1.546 -3.547 -0.430
128 O 0.438 -0.278 -6.896
129 S -0.001 -0.819 -5.623
130 O 0.749 -0.453 -4.379
131 O -1.612 -0.592 -5.411
132 C -2.395 -1.449 -6.066
133 C -1.681 -2.807 -5.828
134 O -0.334 -2.400 -5.617
135 H -3.435 -1.310 -5.770
136 H -2.247 -1.201 -7.116
137 H -1.609 -3.574 -6.599
138 H -1.973 -3.264 -4.882
139 O -3.078 0.378 1.423
140 S -1.847 -0.103 0.836
141 O -1.512 -1.519 1.150
142 O -1.731 0.104 -0.797
143 C -0.481 0.486 -1.183
144 C 0.356 0.622 0.042
145 O -0.478 0.827 1.113
146 H -0.069 -0.301 -1.815
147 H -0.421 1.431 -1.722
148 H 0.979 1.517 0.034
149 H 0.872 -0.305 0.291
150 O -3.550 2.307 4.048
151 S -2.362 3.116 4.230
152 O -1.800 3.296 5.586
153 O -1.126 2.831 3.144
154 C -1.078 3.831 2.060
155 C -1.660 5.072 2.743
156 O -2.623 4.642 3.678
157 H -0.013 3.826 1.827
158 H -1.627 3.546 1.162
159 H -2.045 5.870 2.108
160 H -0.983 5.603 3.413
161 Cl -6.889 -0.463 1.715
162 C -6.176 0.980 2.515
163 C -7.190 1.606 3.494
164 Cl -7.371 0.546 4.871
165 H -5.918 1.606 1.660
166 H -5.207 0.788 2.976
167 H -8.172 1.658 3.025
168 H -6.944 2.623 3.801